This record from the OMol25 dataset describes a structure of composition C23H34N4O4S in a non-equilibrium geometry. The level of theory is ωB97M-V/def2-TZVPD.

Computed properties:
Kohn-Sham gap   5.98 eV
HOMO level   -7.2 eV
LUMO level   -1.191 eV
Total charge   0

CARTESIAN COORDINATES (ANGSTROEM)
C  -2.9232  1.6453  5.9788
H  -3.6088  1.7167  6.9003
H  -2.1239  2.1519  6.2221
H  -2.8012  0.7317  5.5449
C  -3.5571  2.7403  4.7806
N  -2.6651  2.6675  3.6576
S  -2.6972  1.3260  2.6098
O  -3.4758  0.3214  3.1399
O  -3.5888  1.8519  1.2407
C  -1.1680  1.1019  2.2119
C  -0.8730  0.8026  0.8131
C  0.5204  0.6113  0.4414
C  1.5513  0.6021  1.6512
C  0.9349  0.4392  3.0177
C  -0.3420  0.9183  3.1560
H  -0.5859  0.8067  4.2797
H  1.8173  0.3993  3.8971
N  2.8509  0.0396  1.4398
C  3.0431  -0.0293  0.1585
C  2.4451  0.0359  -0.9109
C  1.0297  0.6066  -0.8915
O  0.3096  0.6053  -1.7310
C  3.0162  -0.1988  -2.2710
O  4.3011  -0.6417  -2.2817
N  2.0936  0.2155  -3.5337
C  2.6834  -0.0902  -4.6412
C  1.9702  -1.0078  -5.3561
H  2.0314  -1.3169  -6.4384
H  0.9304  -0.7983  -5.4267
C  1.8405  -2.4942  -4.6134
N  0.9201  -2.4693  -3.5049
C  -0.4062  -2.4889  -3.7839
C  -1.2032  -2.2474  -2.3867
C  -0.6267  -3.0599  -1.2872
C  0.8512  -3.0155  -1.1191
H  0.9607  -3.8563  -0.3195
H  0.9415  -1.8990  -0.8747
C  1.6189  -3.5121  -2.2495
C  1.4976  -4.8630  -2.7663
H  2.0709  -5.1991  -3.7155
H  2.0545  -5.4112  -1.7708
H  0.6015  -5.4474  -2.8608
H  2.6786  -3.0667  -2.3047
H  -0.8705  -4.1269  -1.4990
H  -1.2498  -2.8851  -0.4854
H  -2.2665  -2.2023  -2.4762
H  -0.8872  -1.1165  -2.0437
H  -0.6055  -3.4758  -3.8691
H  -0.8059  -1.8574  -4.5431
H  1.4327  -3.3670  -5.4711
H  2.7598  -2.7462  -4.4674
H  2.6972  0.8376  -5.2859
H  3.5886  -0.3954  -4.5629
H  1.4071  0.3908  -3.0595
H  4.2709  -0.3408  0.1707
H  3.3658  -0.2706  2.3295
H  -1.4013  1.2008  0.0137
C  -2.7450  3.9037  2.9823
C  -1.6712  4.1108  2.1254
H  -0.6310  3.7910  2.9393
H  -1.5428  5.3366  1.7927
H  -1.6549  3.5037  1.3243
H  -2.8376  4.7952  3.7948
H  -3.5787  3.9845  2.3772
H  -4.4859  2.0938  4.6115
H  -3.7947  3.5516  5.2906


This record from the OMol25 dataset describes a structure of composition C7H10O in a non-equilibrium geometry. The level of theory is ωB97M-V/def2-TZVPD.

Computed properties:
Kohn-Sham gap   10.38 eV
HOMO level   -9.3 eV
LUMO level   1.086 eV
Total charge   0

CARTESIAN COORDINATES (ANGSTROEM)
C  -0.5182  1.5882  1.9565
C  -0.5949  0.7639  0.6044
C  -0.0661  -0.8337  0.6636
C  0.7277  0.7439  -0.2564
C  0.4083  -0.2094  -1.4531
C  -0.9915  -0.5227  -1.6796
C  -0.1828  -1.3277  -0.7708
H  0.7284  1.6127  1.9565
H  -1.0995  1.0396  2.8580
H  -1.0350  2.5214  1.7063
H  -1.4674  1.0224  0.1846
H  -0.3276  -1.5221  1.5205
H  1.3295  1.5818  -0.1898
H  1.0882  -0.5546  -2.1673
H  -0.9352  -1.1272  -2.4942
H  -2.0555  -0.1549  -1.5835
H  0.2192  -2.3181  -0.9326
O  1.3575  -0.4145  0.5943


This record from the OMol25 dataset describes a cluster of 4 separate species, C4H13N2O2 in total in a non-equilibrium geometry. The level of theory is ωB97M-V/def2-TZVPD.

Computed properties:
Kohn-Sham gap (spin up / spin down)   6.99 / 7.93 eV
HOMO level (spin up / spin down)   -9.2 / -9.2 eV
LUMO level (spin up / spin down)   -2.253 / -1.288 eV
Total charge   0
2S+1   2

CARTESIAN COORDINATES (ANGSTROEM)
N  -2.2740  -0.5185  0.9355
C  -0.8684  -0.2204  0.6070
C  -0.3161  -1.3452  -0.2096
N  0.9798  -2.1289  0.0954
C  3.0289  -0.0790  -0.5539
C  2.5236  0.9359  0.2091
O  0.6032  2.8223  0.3485
H  -2.5042  -0.6308  1.8761
H  0.2956  3.6683  0.4336
H  -1.0223  0.7061  0.1012
H  2.8329  -1.1111  -0.2076
H  -0.3743  0.0003  1.6519
H  -0.2975  -1.3916  -1.4420
H  -1.0495  -2.2011  -0.1993
H  0.8216  -3.1165  0.0829
H  3.5675  -0.0329  -1.5177
H  1.6229  0.8934  0.7993
H  2.6060  2.0135  -0.1486
H  -3.7284  0.4509  -1.6379
H  -3.1375  0.2824  -0.2424
O  -3.3101  1.0029  -0.9816


This record from the OMol25 dataset describes a cluster of 2 separate species, C4H13N2O2 in total in a non-equilibrium geometry. The level of theory is ωB97M-V/def2-TZVPD.

Computed properties:
Kohn-Sham gap   9.80 eV
HOMO level   -12.9 eV
LUMO level   -3.136 eV
Total charge   +1

CARTESIAN COORDINATES (ANGSTROEM)
O  1.1731  2.1313  -2.7067
C  0.4200  1.2608  -2.8964
C  0.0511  0.4234  -1.6262
C  -0.3426  1.4389  -0.4461
C  -0.9018  0.4847  0.6743
N  0.1515  -0.3413  1.4308
N  1.1022  -0.4782  -1.0667
H  -0.0368  1.0232  -3.7793
H  -0.8688  0.0028  -1.8724
H  -1.2613  2.0306  -0.8257
H  0.3610  2.1563  -0.1898
H  -1.6295  -0.2086  0.2978
H  -1.6723  1.0945  1.4245
H  0.8748  0.3014  1.8293
H  0.7707  -1.0565  0.7732
H  -0.2056  -0.8286  2.1962
H  2.1078  -0.2705  -1.4472
H  0.9170  -1.4457  -1.3434
H  -0.4480  -2.3204  3.8273
H  -0.0403  -3.0976  2.8249
O  -0.5222  -2.3007  2.9216


This record from the OMol25 dataset describes a structure of composition C37H39FeN6O3PS2. The level of theory is ωB97M-V/def2-TZVPD.

Computed properties:
Kohn-Sham gap (spin up / spin down)   6.00 / 6.24 eV
HOMO level (spin up / spin down)   -8.8 / -9.0 eV
LUMO level (spin up / spin down)   -2.748 / -2.739 eV
Total charge   +1
2S+1   2

CARTESIAN COORDINATES (ANGSTROEM)
Fe  -0.0241  0.6210  -0.1124
C  2.7949  3.8478  3.7208
C  2.9143  2.4753  3.5400
C  1.8620  1.7468  3.0134
C  0.6660  2.3758  2.6420
C  0.5548  3.7501  2.8406
C  1.6116  4.4785  3.3778
P  -0.6328  1.3360  1.8256
C  -2.0965  2.4260  1.9717
C  -3.1571  2.2522  2.8532
C  -4.2200  3.1497  2.8744
C  -4.2100  4.2572  2.0420
C  -3.1429  4.4559  1.1730
C  -2.1097  3.5366  1.1222
C  -0.8361  0.0765  3.1665
C  -0.7790  0.5493  4.4570
C  -0.5841  -0.2812  5.5738
C  -0.3702  -1.6078  5.3741
C  -0.4596  -2.1682  4.0766
C  -0.2702  -3.5633  3.9289
C  -0.4547  -4.1818  2.7319
C  -0.8827  -3.4095  1.6414
C  -1.0084  -2.0518  1.7418
C  -0.7639  -1.3418  2.9556
H  3.6171  4.4169  4.1341
H  3.8291  1.9640  3.8099
H  1.9668  0.6748  2.8991
H  -0.3586  4.2728  2.5952
H  1.4979  5.5438  3.5314
H  -3.1541  1.4217  3.5503
H  -5.0416  2.9943  3.5615
H  -5.0245  4.9688  2.0764
H  -3.1251  5.3239  0.5256
H  -1.2996  3.6704  0.4147
H  -0.8159  1.6205  4.6174
H  -0.5428  0.1483  6.5653
H  -0.1410  -2.2663  6.2023
H  0.0044  -4.1354  4.8060
H  -0.3301  -5.2502  2.6274
H  -1.1749  -3.8910  0.7180
C  -3.7870  -1.2304  1.8871
C  -2.9842  -1.2515  0.6376
N  -1.6638  -1.4562  0.5794
C  -1.1739  -1.5154  -0.7344
C  -2.1651  -1.3584  -1.6458
S  -3.6624  -1.0813  -0.8890
C  0.2214  -1.8048  -1.1176
C  0.9425  -2.9388  -0.9437
S  2.4745  -2.7418  -1.6634
C  2.0555  -1.1606  -2.1691
N  0.8527  -0.7945  -1.8082
C  3.0151  -0.3139  -2.9343
H  -3.5169  -0.3664  2.4947
H  -3.5980  -2.1309  2.4736
H  -4.8471  -1.1749  1.6495
H  -2.0466  -1.3518  -2.7156
H  0.6837  -3.8518  -0.4408
H  3.4556  -0.8727  -3.7593
H  3.8114  0.0325  -2.2772
H  2.4943  0.5532  -3.3338
N  1.6514  2.0079  -0.4126
N  2.7818  1.1970  -0.1389
C  2.5966  0.0695  0.7175
O  3.6097  -0.4595  1.1460
O  1.3864  -0.3225  0.8873
H  1.7453  2.3950  -1.3442
H  1.5885  2.7758  0.2527
H  3.6289  1.6938  0.1023
C  -0.0483  1.8732  -3.6238
N  -1.4888  2.0186  -3.5480
C  -2.1182  2.5386  -4.7585
C  -3.4561  3.1704  -4.4507
C  -4.2339  2.2163  -3.5703
N  -3.4843  1.9344  -2.3498
C  -4.2102  2.1203  -1.1047
C  -2.1197  1.8394  -2.3562
O  -1.4907  1.5955  -1.3129
H  0.4441  2.8512  -3.5868
H  0.2106  1.3967  -4.5712
H  0.3002  1.2455  -2.8114
H  -2.2350  1.7267  -5.4844
H  -1.4384  3.2702  -5.1998
H  -3.9943  3.3748  -5.3756
H  -3.3167  4.1175  -3.9246
H  -4.4458  1.2869  -4.1107
H  -5.1909  2.6455  -3.2779
H  -4.5312  3.1597  -1.0004
H  -3.5749  1.8696  -0.2609
H  -5.0988  1.4861  -1.0987


Energy relative to the best compared isomer or geometry (same formula, charge and spin), respectively: 523.4, 124.6, 178.0, 89.6, 40.0 kcal/mol.
Molecular weight, respectively: 462.616, 110.156, 121.160, 121.160, 766.711 g/mol.